Record 1
{
  "formula": "C36H28N6O2SY",
  "method": "ωB97M-V with the def2-TZVPD basis set",
  "total_charge": 1,
  "relative_energy_kj_mol": 89.55,
  "max_force_ha_per_bohr": 0.001,
  "total_energy_ev": -62694.4730,
  "lumo_ev": -3.90,
  "homo_energy_ev": -9.864,
  "species": ["Y", "O", "C", "O", "C", "C", "C", "C", "C", "C", "N", "C", "C", "C", "C", "C", "C", "N", "H", "H", "H", "H", "H", "H", "H", "H", "H", "H", "S", "C", "N", "N", "C", "C", "C", "C", "C", "C", "N", "N", "C", "C", "C", "C", "C", "C", "H", "H", "H", "H", "H", "H", "H", "H", "H", "H", "H", "C", "C", "C", "C", "C", "C", "C", "C", "C", "C", "H", "H", "H", "H", "H", "H", "H"],
  "xyz": [[0.1029, 1.1413, 0.3971], [7.6150, 1.0834, 1.1877], [6.8904, 0.0982, 0.6230], [7.3885, -0.6678, -0.1462], [5.4359, 0.0173, 0.9991], [4.6927, 1.1222, 1.3904], [3.3402, 0.9833, 1.6709], [2.7365, -0.2652, 1.5747], [3.4754, -1.3735, 1.1728], [4.8180, -1.2254, 0.8832], [1.3289, -0.3359, 1.7887], [0.8271, -1.2569, 2.5253], [-1.7366, -0.5289, 2.4929], [-3.0746, -1.1144, 2.2035], [-4.0915, -0.2565, 2.0739], [-3.8364, 1.1687, 2.0495], [-2.5734, 1.5706, 1.8168], [-1.4920, 0.6936, 1.7673], [7.1309, 1.5150, 1.9009], [5.1460, 2.1038, 1.4557], [2.7686, 1.8393, 2.0213], [2.9904, -2.3348, 1.0587], [5.4088, -2.0654, 0.5434], [1.5026, -1.9711, 3.0037], [-3.2055, -2.1855, 2.1438], [-5.0984, -0.6170, 1.9064], [-4.6434, 1.8854, 2.0728], [-2.3544, 2.6143, 1.5922], [0.2755, -0.1534, -1.9070], [-0.2138, 1.1663, -2.9790], [-0.3737, 1.0264, -4.2854], [-0.1226, -0.1062, -4.8151], [-0.2535, -0.3324, -6.2048], [0.0302, -1.6067, -6.6757], [-0.0814, -1.8676, -8.0314], [-0.4727, -0.8623, -8.9034], [-0.7528, 0.4080, -8.4158], [-0.6460, 0.6854, -7.0638], [-0.5045, 2.4210, -2.5735], [-0.2677, 2.6241, -1.3411], [-0.7039, 3.8137, -0.7273], [0.0041, 4.1806, 0.4205], [-0.4526, 5.2196, 1.2242], [-1.6111, 5.8910, 0.8729], [-2.3036, 5.5332, -0.2831], [-1.8671, 4.4917, -1.0816], [0.1882, -0.8745, -4.2183], [0.3361, -2.3867, -5.9883], [0.1386, -2.8582, -8.4049], [-0.5588, -1.0669, -9.9617], [-1.0567, 1.1929, -9.0950], [-0.8593, 1.6702, -6.6747], [0.9845, 3.7378, 0.6166], [0.1057, 5.5159, 2.1019], [-1.9742, 6.7006, 1.4905], [-3.2044, 6.0683, -0.5522], [-2.4138, 4.1820, -1.9617], [-1.4518, -5.6660, 3.0960], [-0.6840, -5.1770, 2.0511], [-0.4127, -3.8171, 1.9771], [-0.8999, -2.9422, 2.9390], [-0.5939, -1.4794, 2.8211], [-1.1997, -0.5665, 3.9186], [-1.9136, -1.2199, 5.0257], [-2.1599, -2.5277, 5.0422], [-1.6687, -3.4328, 4.0010], [-1.9383, -4.7974, 4.0613], [-1.6735, -6.7228, 3.1585], [-0.3081, -5.8465, 1.2892], [0.1615, -3.4331, 1.1391], [-0.6075, 0.3102, 4.1563], [-2.2584, -0.5860, 5.8327], [-2.7153, -2.9702, 5.8598], [-2.5370, -5.1775, 4.8800]]
}

---

Record 2
{
  "formula": "CH5N2PS",
  "method": "ωB97M-V with the def2-TZVPD basis set",
  "total_charge": 0,
  "relative_energy_kj_mol": 217.07,
  "max_force_ha_per_bohr": 0.060,
  "total_energy_ev": -24219.7492,
  "lumo_ev": 0.82,
  "homo_energy_ev": -9.188,
  "species": ["C", "N", "N", "S", "P", "H", "H", "H", "H", "H"],
  "xyz": [[-2.2587, -0.0602, -0.0097], [-1.0908, 0.7919, 0.1320], [-0.0550, 0.1126, 0.0280], [1.4493, 0.9788, 0.1766], [2.5887, -0.7827, -0.1565], [-1.9185, -1.2254, -0.0011], [-2.7474, 0.3443, -0.9547], [-2.8601, 0.2957, 0.8549], [3.4742, -0.0638, -0.8802], [3.4184, -0.3911, 0.8106]]
}

---

Record 3
{
  "formula": "C5H14NS",
  "method": "ωB97M-V with the def2-TZVPD basis set",
  "total_charge": 1,
  "relative_energy_kj_mol": 334.30,
  "max_force_ha_per_bohr": 0.105,
  "total_energy_ev": -17727.8152,
  "lumo_ev": -3.32,
  "homo_energy_ev": -13.143,
  "species": ["C", "C", "C", "C", "C", "N", "S", "H", "H", "H", "H", "H", "H", "H", "H", "H", "H", "H", "H", "H", "H"],
  "xyz": [[-0.3166, 2.0871, -0.5413], [-2.7240, -0.7554, 0.1806], [2.7122, 0.3992, -0.1547], [1.0999, -1.9541, 0.6655], [-0.7293, 0.3923, -0.6683], [-1.4663, -0.0271, 0.3253], [1.3068, -0.7559, -0.6770], [-0.2770, 2.4431, -1.5960], [-1.3050, 2.3364, -0.1503], [-3.4401, -0.1135, -0.2854], [-2.4156, -1.5918, -0.3740], [-3.0310, -1.0243, 1.1020], [2.6679, 0.3810, 0.9925], [2.5038, 1.3809, -0.6063], [3.6595, -0.0738, -0.4586], [1.1681, -2.9837, 0.3451], [0.2324, -1.7068, 1.1943], [2.0009, -1.9657, 1.2926], [0.4425, 2.8654, 0.0592], [-0.7087, 0.1726, -1.8089], [-1.3806, 0.4940, 1.1636]]
}

---

Record 4
{
  "formula": "C5H9Li3O8P",
  "method": "ωB97M-V with the def2-TZVPD basis set",
  "s2": 0.758,
  "total_charge": 0,
  "multiplicity": 2,
  "max_force_ha_per_bohr": 0.067,
  "total_energy_ev": -31621.7741,
  "lumo_ev": [-0.45, -2.91],
  "homo_energy_ev": [-9.416, -9.415],
  "species": ["Li", "Li", "Li", "P", "O", "O", "O", "O", "O", "C", "O", "O", "H", "C", "C", "C", "O", "C", "H", "H", "H", "H", "H", "H", "H", "H"],
  "xyz": [[-14.9735, -14.4706, 0.8312], [-12.5008, -12.1991, -0.0494], [-12.7982, -13.0259, 2.6657], [-12.3095, -14.5481, 0.8565], [-11.5551, -15.5878, -0.0264], [-11.4985, -13.2922, 1.2083], [-13.1036, -15.0202, 2.0986], [-13.3335, -13.9546, -0.1097], [-15.3754, -10.1984, 1.6091], [-14.4665, -11.1692, 1.7057], [-13.3259, -10.9363, 1.3209], [-14.7522, -12.3539, 2.0074], [-14.7675, -9.5978, 1.1717], [-16.7376, -11.9834, 5.3596], [-16.6769, -10.4872, 5.0344], [-17.7551, -10.4335, 3.8828], [-18.7923, -11.2903, 4.4413], [-18.2118, -12.2072, 5.3439], [-16.3439, -12.2196, 6.3482], [-16.1762, -12.5929, 4.6515], [-15.7439, -9.9844, 4.7800], [-17.1961, -10.0468, 5.8856], [-17.3916, -10.7438, 2.9032], [-18.2478, -9.4934, 3.6344], [-18.3395, -13.2369, 5.0099], [-18.5678, -12.0852, 6.3668]]
}